The following is a DFT calculation (ωB97M-V/def2-TZVPD) of a molecular structure, C27H60ClN3Si4Zr.

Geometry as ORCA input:
```
! wB97M-V def2-TZVPD RIJCOSX def2/J DEFGRID3
* xyz 2 1
Zr 0.4947 -0.3864 1.7058
C 3.1751 -0.4862 4.5598
C 2.9593 -0.2429 3.0871
C 3.1359 -1.2627 2.1409
C 3.4764 -2.6645 2.5802
C 3.2125 -0.9450 0.7566
C 3.5688 -2.0540 -0.1991
C 3.1142 0.3889 0.3430
C 3.5207 0.8285 -1.0359
C 2.7581 1.3831 1.2774
C 2.5572 2.8056 0.8239
C 2.7306 1.0794 2.6484
C 2.7115 2.2005 3.6569
H 2.3145 -0.2021 5.1694
H 4.0181 0.1172 4.9041
H 3.4087 -1.5199 4.7853
H 4.5571 -2.7401 2.7397
H 3.2074 -3.4047 1.8360
H 2.9926 -2.9466 3.5106
H 4.5406 -2.4776 0.0638
H 3.6096 -1.7271 -1.2311
H 2.8401 -2.8660 -0.1502
H 2.6703 1.0783 -1.6668
H 4.1006 0.0707 -1.5501
H 4.1433 1.7191 -0.9586
H 3.4405 3.4131 1.0423
H 1.7150 3.2768 1.3328
H 2.3659 2.8691 -0.2439
H 3.7390 2.5420 3.8125
H 2.3376 1.8994 4.6322
H 2.1502 3.0710 3.3266
N -0.1131 1.2139 3.2960
C -1.4750 1.4298 3.8795
C -2.4909 1.9466 2.8604
C -3.5073 0.9019 2.4043
C -3.0126 -0.0600 1.3458
N -1.8710 -0.9115 1.7955
H 0.4922 0.9623 4.0712
H 0.2261 2.1144 2.9708
H -1.3757 2.1295 4.7055
H -1.7910 0.4792 4.3076
H -1.9598 2.3460 1.9887
H -3.0210 2.7909 3.2983
H -4.3860 1.4019 1.9934
H -3.8690 0.3401 3.2729
H -2.6918 0.4791 0.4595
H -3.8286 -0.7159 1.0461
H -1.8493 -1.7075 1.1601
H -2.1138 -1.3125 2.6961
Cl 0.3780 -2.8788 2.0047
C 0.2912 -1.7930 3.5017
H 1.1318 -2.0950 4.1166
H -0.6203 -2.0877 4.0115
C -0.0153 -3.3485 -1.7416
Si -1.6248 -2.4896 -2.1535
C -2.1673 -2.9555 -3.8668
C -2.9379 -3.0162 -0.9310
Si -1.1897 -0.1971 -2.0319
Si 0.3970 0.3612 -3.6810
C -0.2608 0.1042 -5.3987
C 0.8216 2.1626 -3.4369
C 1.8798 -0.7443 -3.4416
Si -2.9550 1.3641 -2.2346
C -4.5698 0.8738 -1.4415
C -2.4160 3.0012 -1.5194
C -3.2355 1.4978 -4.0597
H -0.2084 -4.3345 -1.3053
H 0.5919 -2.7687 -1.0386
H 0.5774 -3.4934 -2.6495
H -2.2640 -4.0449 -3.9312
H -1.4474 -2.6371 -4.6270
H -3.1410 -2.5194 -4.1177
H -3.4607 -3.8793 -1.3567
H -3.6932 -2.2440 -0.7462
H -2.5235 -3.3436 0.0311
H -0.8262 0.9634 -5.7622
H -0.9041 -0.7771 -5.4679
H 0.5858 -0.0486 -6.0775
H 0.0634 2.7929 -3.9125
H 1.7842 2.3990 -3.9034
H 0.8708 2.4530 -2.3829
H 1.7105 -1.7032 -3.9409
H 2.0739 -0.9522 -2.3864
H 2.7732 -0.2904 -3.8845
H -4.6530 1.2339 -0.4135
H -4.7443 -0.2074 -1.4502
H -5.3790 1.3400 -2.0140
H -2.3003 2.9582 -0.4283
H -3.1929 3.7482 -1.7167
H -1.4829 3.3675 -1.9591
H -3.4517 0.5200 -4.5031
H -2.3792 1.9246 -4.5830
H -4.1000 2.1453 -4.2407
N -0.0663 1.0769 0.2817
C -0.2061 -0.0275 -0.3731
H -0.4425 1.9442 -0.0884
*
```

Results
E_HOMO	-0.49606	hartree
total energy	-2893.93709	Eh
E_LUMO	-5.49	eV
HOMO-LUMO gap	8.0	eV